1.
# C9H10O3S2

C9H10O3S2 in the gas phase in a non-equilibrium geometry (ωB97M-V/def2-TZVPD, the Open Molecules 2025 dataset).

Structure (XYZ):
```
24
Properties=species:S:1:pos:R:3:forces:R:3
C 2.841039 -0.920025 -2.459926 0.02 -0.02 0.04
C 1.533880 -0.649461 -2.838811 -0.12 -0.07 0.07
C 3.111059 -1.753192 -1.383459 -0.08 -0.01 0.00
C 0.482632 -1.220730 -2.138153 -0.06 0.15 -0.29
C 2.065875 -2.328226 -0.676895 0.23 -0.12 0.10
C 0.777315 -2.053666 -1.080606 -0.46 -0.22 0.37
C -0.940966 -0.254575 1.873207 0.88 -2.60 -0.81
C -2.584027 1.534840 2.388363 0.07 0.08 0.00
C -1.418278 1.109417 1.497507 -0.21 0.10 -0.24
O -1.750461 -2.870683 -0.933496 0.19 0.40 0.01
O -0.852385 -1.131290 0.792012 -0.43 0.24 -1.08
O -0.157918 -3.798954 0.706326 0.23 0.32 0.01
S -0.514773 -0.693272 3.367538 0.05 -0.05 0.26
S -0.563701 -2.756068 -0.165431 -0.24 1.75 1.73
H 3.657606 -0.475519 -3.009594 0.06 0.03 -0.03
H 1.337068 0.003068 -3.676575 -0.04 0.02 -0.03
H 4.131880 -1.952203 -1.095866 0.06 -0.04 0.04
H -0.548582 -1.040109 -2.393133 -0.10 0.09 -0.11
H 2.228826 -2.981721 0.164793 0.11 -0.05 0.10
H -2.288277 1.481096 3.435242 -0.04 0.03 -0.04
H -2.881257 2.555633 2.155132 -0.06 0.03 -0.02
H -3.434616 0.874330 2.236577 -0.10 -0.01 0.01
H -0.583371 1.801386 1.641754 0.00 -0.09 -0.08
H -1.702514 1.117213 0.445271 0.04 0.02 0.01
```
Positions in Å, forces in eV/Å.

Its gap between HOMO and LUMO is 7.92 eV. As for the energy relative to the best compared isomer or geometry (same formula, charge and spin): 0.0 kcal/mol. As for the total charge: 0. The spin multiplicity is 1. The value obtained for the total energy is -1370.9693 a.u. The value obtained for the highest occupied orbital energy is -8.43 eV. For the LUMO energy, the calculation gives -0.51 eV. Its molecular weight is 230.3 g/mol.

---

2.
# N2O3S

N2O3S in the gas phase in a non-equilibrium geometry (ωB97M-V/def2-TZVPD, the Open Molecules 2025 dataset).

Structure (XYZ):
```
6
Properties=species:S:1:pos:R:3:forces:R:3
N 1.559466 0.643435 -1.696795 -4.90 -1.86 3.69
N 0.697204 0.310756 -1.038024 5.77 2.09 -5.06
O -1.783798 0.196343 0.042464 1.49 -0.18 0.61
O 0.281984 0.692804 1.434489 -2.07 -1.92 -1.74
O -0.217613 -1.617158 0.634428 -0.01 0.75 -0.18
S -0.537243 -0.226181 0.623438 -0.27 1.12 2.68
```
Positions in Å, forces in eV/Å.

Its gap between HOMO and LUMO is 11.47 eV. As for the energy relative to the best compared isomer or geometry (same formula, charge and spin): 11.9 kcal/mol. As for the total charge: 0. The spin multiplicity is 1. The value obtained for the total energy is -733.3990 a.u. The value obtained for the highest occupied orbital energy is -11.96 eV. For the LUMO energy, the calculation gives -0.48 eV. Its molecular weight is 108.1 g/mol.

---

3.
# C36H34N3

A 2-piece molecular cluster, C36H34N3 overall in a non-equilibrium geometry (ωB97M-V/def2-TZVPD, the Open Molecules 2025 dataset).

Structure (XYZ):
```
73
Properties=species:S:1:pos:R:3:forces:R:3
C 0.959683 -2.327825 2.148512 -0.33 -0.51 0.02
N 1.400100 -0.995596 2.513978 -0.11 0.73 0.32
C 0.620906 0.106467 2.601476 1.75 -0.38 -1.39
H 0.379024 -0.182716 -0.570111 0.30 -0.03 1.22
C -0.817158 0.048303 2.782698 -1.71 -0.02 -0.24
C -1.385909 -0.715467 3.838326 0.34 0.36 -0.23
C -2.762534 -0.672056 4.066369 0.00 0.07 -0.23
C -3.585427 0.124188 3.252137 0.35 -0.07 -0.35
C -3.050846 0.786461 2.136399 0.07 -0.09 0.19
C -1.677662 0.727126 1.900319 0.43 -0.03 0.25
N 1.444164 1.188843 2.531491 -0.07 -0.45 0.37
C 1.107001 2.550608 2.157829 -0.35 0.61 0.03
C 2.763547 0.765243 2.816621 -0.58 -1.00 0.14
C 2.729951 -0.630912 2.774596 -0.50 0.50 0.38
C 3.697113 -1.426193 3.384826 0.78 0.21 0.49
C 4.529015 -0.764153 4.300828 -0.25 -0.51 -0.81
C 4.575628 0.641542 4.352230 -0.25 0.70 -0.78
C 3.792235 1.433192 3.489857 0.55 -0.05 0.31
H 1.821637 -2.985963 2.254019 -0.22 -0.04 -0.01
H 0.161975 -2.647758 2.823868 0.18 -0.12 -0.24
H 0.609136 -2.377237 1.097514 0.23 0.22 0.55
H -0.730674 -1.316580 4.478729 -0.31 0.29 -0.14
H -3.215486 -1.275520 4.864031 0.34 0.39 -0.32
H -4.653532 0.194206 3.456358 0.28 -0.08 -0.04
H -3.689790 1.349340 1.444404 0.26 -0.32 0.37
H -1.217347 1.168616 1.016316 -0.39 0.15 0.13
H 2.005757 3.158734 2.287905 -0.25 -0.08 0.08
H 0.805034 2.641800 1.098288 0.21 -0.35 0.47
H 0.301765 2.937541 2.786336 0.11 -0.01 -0.03
H 3.763179 -2.490248 3.154966 -0.11 0.22 0.59
H 5.169507 -1.339206 4.969939 -0.07 0.12 -0.36
H 5.259406 1.117201 5.060968 -0.17 -0.09 -0.46
H 3.946139 2.507124 3.335688 -0.15 -0.40 0.62
C -6.008191 0.731537 -1.895469 0.18 0.12 0.06
N -5.032603 0.415117 -2.910764 -0.56 -0.58 -0.20
C -5.428371 0.647567 -4.286556 0.39 0.23 0.15
C -3.691877 0.329326 -2.581839 0.54 0.24 0.07
C -3.274529 -0.481167 -1.490058 0.04 0.06 -0.79
C -1.919029 -0.699584 -1.307579 -0.50 0.45 0.02
C -0.973531 0.022609 -2.042001 0.01 0.51 -0.14
C 0.449629 -0.159107 -1.635356 0.25 -0.18 -1.07
C 1.509669 0.884868 -1.954035 0.19 -0.37 1.17
C 2.750212 0.233717 -2.131214 -0.21 0.58 -0.60
C 3.919855 0.984840 -2.282980 -0.42 0.12 -0.01
C 3.829821 2.379172 -2.187714 -0.21 0.12 0.17
C 2.607993 3.017841 -1.914361 -0.21 -0.44 0.13
C 1.434091 2.256634 -1.748684 0.46 0.19 -0.38
C 2.514500 -1.218018 -2.161176 -0.49 -0.66 -0.50
C 1.130429 -1.473174 -2.006200 0.66 0.12 0.90
C 0.635108 -2.774006 -1.941541 0.43 -0.11 -0.38
C 1.542634 -3.841608 -2.091260 0.09 0.37 -0.07
C 2.908713 -3.593207 -2.300043 -0.10 0.15 -0.02
C 3.393412 -2.279000 -2.368204 -0.23 -0.04 0.07
C -1.377758 0.943198 -3.005052 -0.27 -0.43 -0.13
C -2.725444 1.032824 -3.339726 -0.37 -0.36 0.21
H -5.671661 0.350559 -0.927677 -0.22 -0.01 -0.14
H -6.132601 1.821669 -1.790201 -0.15 -0.09 0.00
H -6.967296 0.279323 -2.161439 0.05 0.08 0.19
H -4.840352 -0.003910 -4.944530 -0.16 0.16 0.07
H -6.490342 0.415180 -4.410007 0.19 0.00 0.07
H -5.262777 1.690277 -4.591443 -0.15 -0.01 -0.13
H -4.021965 -1.005447 -0.891000 0.28 0.08 -0.23
H -1.573280 -1.415562 -0.560083 -0.14 0.24 -0.03
H 4.868402 0.497678 -2.502494 -0.14 0.15 0.17
H 4.724995 2.993978 -2.286277 -0.21 -0.22 -0.08
H 2.554708 4.104644 -1.815267 0.14 -0.36 -0.04
H 0.483611 2.731539 -1.479710 0.32 -0.12 -0.26
H -0.435128 -2.967683 -1.834868 0.35 0.05 0.01
H 1.182332 -4.871922 -2.076210 0.09 0.32 0.03
H 3.603665 -4.430976 -2.423984 -0.33 0.34 -0.01
H 4.430509 -2.065028 -2.610411 -0.02 -0.21 0.19
H -0.662142 1.587840 -3.516707 -0.05 -0.37 0.07
H -3.040923 1.628331 -4.203603 0.12 -0.10 0.54
```
Positions in Å, forces in eV/Å.

Its gap between HOMO and LUMO is 6.26 eV. As for the energy relative to the best compared isomer or geometry (same formula, charge and spin): 0.0 kcal/mol. As for the total charge: +1. The spin multiplicity is 1. The value obtained for the total energy is -1556.2623 a.u. The value obtained for the highest occupied orbital energy is -9.50 eV. For the LUMO energy, the calculation gives -3.24 eV. Its molecular weight is 508.7 g/mol.